Formula: C50H33I4N8ReS2
Source: OMol25
Level of theory: ωB97M-V/def2-TZVPD

Each line ends with the Mulliken spin population.
Element x y z (Å)
Re: -0.1213 -0.1844 0.1307  0.984
I: 2.7660 8.1748 4.2906  0.000
C: 1.9991 6.4351 3.4445  -0.001
C: 0.6392 6.3347 3.1821  0.000
C: 0.1303 5.1783 2.6115  -0.003
C: 0.9696 4.1128 2.3025  -0.001
C: 2.3288 4.2220 2.5854  -0.001
C: 2.8480 5.3778 3.1482  0.000
C: 0.4447 2.8518 1.7091  -0.007
C: -0.1258 2.9001 0.4302  0.015
C: -0.2487 4.0879 -0.3352  -0.004
C: -0.7546 3.7382 -1.5506  0.002
C: -0.9122 2.3296 -1.5482  -0.001
C: -1.2319 1.6001 -2.7043  -0.002
C: -1.5313 2.3650 -3.9503  -0.001
C: -2.7928 2.9132 -4.1521  -0.002
C: -3.0731 3.6259 -5.3089  0.000
C: -2.0848 3.7936 -6.2692  0.000
I: -2.4981 4.8667 -8.0052  0.000
C: -0.8220 3.2495 -6.0791  0.000
C: -0.5508 2.5365 -4.9206  0.000
C: -1.2905 0.2316 -2.7490  -0.003
N: -1.0736 -0.6021 -1.6650  0.023
C: -1.4725 -1.8388 -2.0782  0.028
C: -1.7117 -2.9140 -1.2287  0.015
C: -2.0926 -4.2272 -1.8228  -0.003
C: -3.3903 -4.4657 -2.2624  -0.004
C: -3.7335 -5.6949 -2.8053  0.000
C: -2.7716 -6.6908 -2.9101  0.000
I: -3.2827 -8.5382 -3.7246  0.000
C: -1.4733 -6.4631 -2.4762  0.000
C: -1.1376 -5.2322 -1.9311  -0.001
C: -1.6835 -2.7975 0.1448  -0.015
C: -2.1035 -3.8493 1.0254  0.007
C: -1.8955 -3.4273 2.2870  0.003
C: -1.3209 -2.1147 2.2134  0.029
N: -1.2557 -1.6950 0.8813  -0.075
C: -0.7772 -1.4806 3.3092  -0.031
C: -0.1305 -0.2432 3.2412  0.033
C: 0.3388 0.4989 4.3699  -0.006
C: 0.7476 1.7048 3.9052  0.031
C: 0.5094 1.7081 2.4894  0.002
N: 0.0355 0.4709 2.0941  -0.009
C: -0.8912 -2.1314 4.6460  -0.007
C: 0.1931 -2.8167 5.1819  -0.004
C: 0.0970 -3.4213 6.4264  0.000
C: -1.0903 -3.3363 7.1409  0.000
I: -1.2381 -4.2393 9.0117  0.000
C: -2.1786 -2.6526 6.6171  0.000
C: -2.0757 -2.0526 5.3705  -0.003
C: -1.8127 -1.8241 -3.4752  -0.004
C: -1.7142 -0.5429 -3.8845  0.026
N: -0.5715 1.8050 -0.3151  -0.033
H: -0.0243 7.1530 3.4262  0.000
H: -0.9329 5.1011 2.4180  0.000
H: 2.9896 3.3888 2.3719  0.000
H: 3.9063 5.4517 3.3590  0.000
H: 0.0298 5.0744 -0.0053  0.001
H: -0.9732 4.3838 -2.3850  0.001
H: -3.5641 2.7813 -3.4027  0.000
H: -4.0577 4.0465 -5.4605  0.000
H: -0.0543 3.3768 -6.8301  0.000
H: 0.4333 2.1056 -4.7751  0.000
H: -4.1407 -3.6884 -2.1755  0.000
H: -4.7448 -5.8750 -3.1435  0.000
H: -0.7246 -7.2389 -2.5617  0.000
H: -0.1232 -5.0480 -1.5973  0.000
H: -2.4937 -4.7982 0.6962  0.000
H: -2.0827 -3.9576 3.2060  -0.001
H: 0.3046 0.1562 5.3910  0.003
H: 1.1131 2.5432 4.4743  0.003
H: 1.1179 -2.8848 4.6209  0.001
H: 0.9427 -3.9577 6.8345  0.000
H: -3.1021 -2.5870 7.1759  0.000
H: -2.9241 -1.5182 4.9597  0.000
H: -2.1211 -2.6871 -4.0414  0.003
H: -1.9412 -0.1340 -4.8558  0.005
S: 1.4839 -2.0008 0.2558  -0.029
C: 2.2255 -2.4541 -1.2800  0.014
S: 1.4976 -2.7061 -2.7124  0.020
C: 3.6822 -2.6386 -1.1391  0.006
C: 4.4234 -3.4479 -2.0557  0.001
N: 5.0301 -4.1026 -2.7799  -0.001
C: 4.3512 -1.8392 -0.3002  -0.009
N: 4.9329 -1.1105 0.4513  0.002
N: 4.5369 1.6942 -0.8293  0.000
C: 3.4426 1.9522 -1.7845  -0.001
C: 2.3237 0.9225 -1.6834  -0.018
N: 1.8285 0.7808 -0.2904  0.017
H: 5.4224 1.9551 -1.2469  0.000
H: 5.1091 -0.1566 0.0979  0.000
H: 4.4406 2.2921 -0.0161  0.000
H: 3.8400 1.9066 -2.7984  0.000
H: 3.0225 2.9559 -1.6563  0.000
H: 2.6536 -0.0566 -2.0239  -0.007
H: 1.4864 1.2302 -2.3112  0.005
H: 1.7659 1.7140 0.1164  0.001
H: 2.5373 0.2855 0.2484  0.010

As for the charge: +1. As for the multiplicity: 2. The value obtained for the HOMO energy (alpha / beta) is -10.25 / -10.18 eV. The expectation value of S² is 0.774. Its calculated total energy is -120504.8300 eV. Its lowest unoccupied orbital energy (alpha / beta) is -4.29 / -4.60 eV.



Formula: C50H36Cl6N4Ru
Source: OMol25
Level of theory: ωB97M-V/def2-TZVPD

Each line ends with the Löwdin charge.
Element x y z (Å)
Ru: 0.4619 1.0094 0.3432  1.242
Cl: -4.5251 4.9796 -6.5410  0.660
C: -3.6129 4.3347 -5.2081  -0.669
C: -2.8480 3.1960 -5.3930  -0.095
C: -2.1288 2.6866 -4.3230  -0.025
C: -2.1672 3.2948 -3.0705  -0.200
C: -2.9331 4.4473 -2.9179  -0.030
C: -3.6579 4.9703 -3.9787  -0.094
C: -1.3703 2.7188 -1.9456  -0.063
C: 0.0227 2.7295 -2.0999  -0.228
C: 0.7296 3.5088 -3.0978  0.006
C: 2.0413 3.4495 -2.7932  0.002
C: 2.1713 2.5911 -1.6340  -0.230
C: 3.3694 2.2006 -1.0376  -0.080
C: 4.6418 2.7636 -1.5844  -0.198
C: 5.0435 2.5112 -2.8926  -0.029
C: 6.2248 3.0361 -3.3957  -0.094
C: 7.0167 3.8214 -2.5757  -0.669
Cl: 8.4967 4.4896 -3.1994  0.660
C: 6.6486 4.0783 -1.2657  -0.094
C: 5.4641 3.5458 -0.7784  -0.025
C: 3.4803 1.2883 0.0086  -0.235
N: 2.4391 0.7019 0.6789  -0.011
C: 2.9690 -0.1854 1.5658  -0.234
C: 2.2444 -0.8647 2.5476  -0.073
C: 2.9743 -1.8267 3.4276  -0.210
C: 2.6978 -3.1875 3.3468  -0.019
C: 3.3478 -4.0997 4.1654  -0.095
C: 4.2838 -3.6402 5.0749  -0.669
Cl: 5.1060 -4.7752 6.1060  0.659
C: 4.5758 -2.2901 5.1790  -0.095
C: 3.9178 -1.3908 4.3530  -0.028
C: 0.9052 -0.6373 2.8511  -0.216
C: 0.2596 -1.0606 4.0834  0.014
C: -0.9416 -0.4582 4.1275  0.004
C: -1.0871 0.2983 2.8949  -0.228
N: 0.0542 0.1710 2.1563  -0.013
C: -2.2134 1.0249 2.5184  -0.116
C: -2.3820 1.6322 1.2715  -0.257
C: -3.6492 2.1234 0.7631  -0.009
C: -3.4480 2.4923 -0.5160  0.003
C: -2.0380 2.3022 -0.7988  -0.217
N: -1.4385 1.7431 0.2958  -0.013
C: -3.3378 1.1627 3.4957  -0.202
C: -3.7060 2.4277 3.9466  -0.023
C: -4.7471 2.5948 4.8481  -0.095
C: -5.4314 1.4804 5.3017  -0.669
Cl: -6.7385 1.6786 6.4327  0.659
C: -5.0909 0.2113 4.8670  -0.093
C: -4.0468 0.0601 3.9656  -0.047
C: 4.4070 -0.2134 1.4075  0.005
C: 4.7226 0.7060 0.4727  0.005
N: 0.9258 2.1885 -1.2394  -0.021
H: -2.8177 2.7161 -6.3616  0.107
H: -1.5293 1.7941 -4.4589  0.121
H: -2.9447 4.9572 -1.9622  0.126
H: -4.2460 5.8695 -3.8571  0.107
H: 0.2724 4.0659 -3.8999  0.114
H: 2.8454 3.9536 -3.3019  0.110
H: 4.4346 1.8749 -3.5239  0.125
H: 6.5329 2.8324 -4.4121  0.107
H: 7.2807 4.6900 -0.6365  0.107
H: 5.1669 3.7482 0.2438  0.127
H: 1.9630 -3.5376 2.6315  0.124
H: 3.1325 -5.1573 4.0991  0.106
H: 5.3038 -1.9496 5.9024  0.106
H: 4.1319 -0.3319 4.4346  0.127
H: 0.7020 -1.6995 4.8307  0.115
H: -1.6675 -0.5084 4.9214  0.109
H: -4.5768 2.1377 1.3117  0.115
H: -4.1871 2.8567 -1.2102  0.110
H: -3.1636 3.2945 3.5889  0.127
H: -5.0239 3.5790 5.2000  0.106
H: -5.6424 -0.6475 5.2247  0.107
H: -3.7882 -0.9296 3.6108  0.091
H: 5.0841 -0.8581 1.9454  0.112
H: 5.7046 0.9520 0.1028  0.114
C: 1.3959 -2.4782 -0.9783  -0.038
C: 0.7497 -1.2755 -1.6909  -0.630
C: 1.8065 -0.5249 -2.4907  -0.045
C: -0.3429 -1.7761 -2.6473  -0.051
C: 0.0734 -0.5071 -0.5893  -0.111
H: 1.8201 -3.1517 -1.7280  0.092
H: 0.6609 -3.0360 -0.3917  0.076
H: 2.1943 -2.1499 -0.3107  0.075
H: 2.2464 -1.1991 -3.2304  0.091
H: 2.6034 -0.1609 -1.8474  0.066
H: 1.3729 0.3254 -3.0201  0.081
H: 0.1080 -2.3428 -3.4656  0.088
H: -0.8955 -0.9378 -3.0798  0.082
H: -1.0525 -2.4249 -2.1291  0.055
H: -0.8247 -1.0268 -0.2341  0.025
Cl: -2.5707 -4.2227 -0.1416  0.513
C: -3.8121 -2.9645 -0.0183  -0.988
Cl: -3.2447 -1.5463 0.8645  0.640
H: -4.6595 -3.3810 0.5112  0.024
H: -4.0827 -2.6539 -1.0196  0.027

The value obtained for the HOMO energy is -7.19 eV. Its calculated total energy is -136113.9479 eV. Its lowest unoccupied orbital energy is -1.19 eV.



Formula: C50H36F6NO5P2PtS3Te4
Source: OMol25
Level of theory: ωB97M-V/def2-TZVPD

Each line ends with the Mulliken spin population.
Element x y z (Å)
Pt: 0.6667 -0.2768 -1.2101  0.844
O: -2.1213 0.2745 -2.7050  0.034
S: -1.7018 0.2594 -1.2839  0.154
C: -2.2058 1.8594 -0.6981  0.020
C: -3.3725 1.9817 0.0196  0.004
C: -3.9773 3.2252 0.2846  0.002
C: -3.4011 4.3419 -0.2488  0.002
C: -3.8169 5.7889 -0.1987  -0.001
C: -2.7849 6.5296 -1.0866  -0.001
C: -1.7851 5.4730 -1.4765  0.000
C: -0.6285 5.5499 -2.1989  0.003
C: 0.1279 4.3758 -2.3530  0.001
C: -0.2559 3.1348 -1.8772  -0.007
P: 1.0910 1.9125 -1.8331  0.248
C: 2.2626 2.7029 -0.7002  0.011
C: 3.4801 3.2512 -1.0890  0.022
C: 4.3037 3.8430 -0.1407  -0.008
C: 3.9175 3.8980 1.1903  0.015
C: 2.6916 3.3714 1.5775  -0.009
C: 1.8717 2.7780 0.6331  0.016
C: 1.8167 1.8729 -3.4876  0.034
C: 1.0493 2.2216 -4.6012  0.029
C: 1.5538 2.0338 -5.8804  -0.006
C: 2.8185 1.4921 -6.0556  0.013
C: 3.5751 1.1230 -4.9508  -0.007
C: 3.0779 1.3012 -3.6701  0.030
C: -1.5102 3.0139 -1.1945  0.026
C: -2.2006 4.2209 -0.9811  0.000
C: -2.7227 -0.8987 -0.4035  0.042
C: -3.9334 -1.0939 -1.0393  0.000
C: -4.8827 -2.0308 -0.6095  0.000
C: -4.5675 -2.7828 0.4868  0.005
C: -5.3593 -3.8550 1.1864  0.000
C: -4.4238 -4.3723 2.3040  -0.001
C: -3.2126 -3.4841 2.2282  0.000
C: -2.1034 -3.4257 3.0127  0.004
C: -1.1051 -2.5015 2.6617  0.008
C: -1.1456 -1.6734 1.5559  -0.058
P: 0.3289 -0.6142 1.3279  0.243
C: 0.0288 0.6079 2.6673  0.004
C: -0.8580 1.6567 2.4516  0.007
C: -1.1899 2.5404 3.4666  0.000
C: -0.6355 2.3832 4.7289  0.003
C: 0.2401 1.3331 4.9615  -0.001
C: 0.5689 0.4488 3.9431  0.004
C: 1.7849 -1.5039 1.9393  0.028
C: 1.8873 -2.8909 2.0063  0.033
C: 3.0647 -3.4857 2.4420  0.002
C: 4.1521 -2.6984 2.7865  0.007
C: 4.0742 -1.3155 2.6744  -0.001
C: 2.9016 -0.7190 2.2444  0.014
C: -2.3334 -1.6680 0.7453  0.032
C: -3.3288 -2.5945 1.1365  -0.022
H: -3.8544 1.0859 0.3891  0.003
H: -4.8910 3.2647 0.8630  0.000
H: -3.7912 6.1516 0.8304  0.000
H: -4.8394 5.9201 -0.5531  0.000
H: -2.3056 7.3564 -0.5620  0.000
H: -3.2547 6.9516 -1.9765  0.000
H: -0.2646 6.4818 -2.6115  0.000
H: 1.0920 4.4631 -2.8423  0.002
H: 3.7946 3.2277 -2.1233  0.002
H: 5.2527 4.2632 -0.4475  0.000
H: 4.5673 4.3579 1.9236  0.001
H: 2.3699 3.4177 2.6110  0.000
H: 0.9157 2.3770 0.9420  0.013
H: 0.0567 2.6354 -4.4728  -0.005
H: 0.9534 2.3074 -6.7380  0.000
H: 3.2124 1.3479 -7.0532  0.000
H: 4.5535 0.6798 -5.0840  0.000
H: 3.6516 0.9635 -2.8157  -0.002
H: -4.1340 -0.5087 -1.9292  -0.002
H: -5.8169 -2.1442 -1.1435  0.001
H: -5.6540 -4.6432 0.4927  0.001
H: -6.2816 -3.4345 1.5912  0.000
H: -4.1373 -5.4124 2.1371  0.000
H: -4.8891 -4.3290 3.2889  0.000
H: -1.9624 -4.0691 3.8709  0.000
H: -0.2396 -2.4516 3.3075  0.000
H: -1.2944 1.8053 1.4769  0.002
H: -1.8783 3.3519 3.2651  0.000
H: -0.8858 3.0700 5.5268  0.000
H: 0.6722 1.1925 5.9439  0.000
H: 1.2466 -0.3648 4.1606  0.001
H: 1.0604 -3.5215 1.7098  -0.015
H: 3.1232 -4.5648 2.4972  -0.001
H: 5.0701 -3.1612 3.1249  0.000
H: 4.9302 -0.6972 2.9118  0.000
H: 2.8622 0.3592 2.1385  0.002
Te: 0.2524 -1.1030 -3.7677  0.975
Te: -1.3372 -3.2514 -3.7859  0.111
Te: -1.1515 -4.2175 -1.2527  0.134
Te: 1.2470 -5.2756 -1.8879  0.704
F: 5.2782 -1.3596 -2.4218  0.003
C: 4.1586 -2.0840 -2.3600  0.016
F: 4.4890 -3.3848 -2.4284  0.005
F: 3.4189 -1.7943 -3.4371  0.011
S: 3.2747 -1.8088 -0.7334  -0.003
O: 1.9209 -2.4054 -1.0842  -0.041
O: 3.0868 -0.3175 -0.7481  0.089
N: 1.9104 -5.8466 -0.1675  0.156
S: 0.8999 -6.3743 0.9218  -0.001
O: -0.2907 -5.5460 1.0301  -0.006
O: 1.6019 -6.6975 2.1223  0.002
C: 0.2425 -7.9963 0.2880  0.013
F: -0.8360 -7.7839 -0.4787  0.002
F: 1.1556 -8.6253 -0.4511  0.001
F: -0.1038 -8.7728 1.3031  0.000

As for the charge: +1. As for the multiplicity: 5. The value obtained for the HOMO energy (alpha / beta) is -9.50 / -10.57 eV. The expectation value of S² is 6.019. Its calculated total energy is -163964.2492 eV. Its lowest unoccupied orbital energy (alpha / beta) is -2.86 / -4.29 eV.



Formula: C50H36N4OP2PbS3Se2
Source: OMol25
Level of theory: ωB97M-V/def2-TZVPD

Each line ends with the Löwdin charge.
Element x y z (Å)
Pb: 0.1081 0.4501 -0.3566  0.959
O: -2.5798 -1.8553 1.0835  -0.464
S: -1.3212 -1.3478 1.6872  0.767
C: -1.6988 -0.5275 3.2198  -0.385
C: -2.7283 -1.0376 4.0057  -0.071
C: -2.9790 -0.4730 5.2442  -0.028
C: -2.1979 0.5873 5.6943  -0.029
C: -1.2232 1.1313 4.8754  -0.069
C: -0.9812 0.6054 3.6044  -0.363
P: 0.0784 1.5757 2.4640  1.011
C: -0.7925 3.1761 2.3651  -0.378
C: -0.1129 4.2982 1.8814  -0.173
C: -0.7729 5.5043 1.7023  -0.067
C: -2.1294 5.6015 1.9819  -0.051
C: -2.8158 4.4907 2.4518  -0.052
C: -2.1543 3.2860 2.6472  -0.102
C: 1.5942 1.7976 3.4419  -0.375
C: 2.2420 0.6122 3.8039  -0.125
C: 3.4264 0.6472 4.5182  -0.067
C: 3.9847 1.8717 4.8706  -0.061
C: 3.3456 3.0490 4.5168  -0.054
C: 2.1513 3.0168 3.8051  -0.072
C: -0.3639 -2.7714 2.2352  -0.334
C: -0.6369 -3.4062 3.4433  -0.042
C: -0.0725 -4.6409 3.7177  -0.031
C: 0.7464 -5.2573 2.7822  -0.030
C: 1.0379 -4.6131 1.5921  -0.072
C: 0.5109 -3.3549 1.3082  -0.357
P: 0.9911 -2.5140 -0.2409  1.009
C: 2.8090 -2.5457 -0.2276  -0.380
C: 3.5525 -2.7258 0.9375  -0.095
C: 4.9350 -2.5879 0.9179  -0.067
C: 5.5885 -2.2652 -0.2617  -0.067
C: 4.8547 -2.0746 -1.4263  -0.061
C: 3.4759 -2.2058 -1.4077  -0.133
C: 0.4095 -3.6283 -1.5446  -0.365
C: -0.9649 -3.6062 -1.7924  -0.103
C: -1.5093 -4.4398 -2.7548  -0.062
C: -0.6843 -5.2868 -3.4853  -0.058
C: 0.6810 -5.3086 -3.2429  -0.059
C: 1.2312 -4.4840 -2.2705  -0.080
H: -3.3238 -1.8619 3.6341  0.128
H: -3.7741 -0.8636 5.8644  0.123
H: -2.3759 1.0136 6.6722  0.122
H: -0.6685 2.0006 5.2083  0.125
H: 0.9488 4.2459 1.6620  0.094
H: -0.2260 6.3678 1.3468  0.118
H: -2.6468 6.5408 1.8427  0.118
H: -3.8721 4.5597 2.6744  0.118
H: -2.7146 2.4357 3.0138  0.107
H: 1.8032 -0.3491 3.5481  0.103
H: 3.9063 -0.2765 4.8139  0.113
H: 4.9080 1.9044 5.4331  0.115
H: 3.7661 4.0024 4.8067  0.116
H: 1.6557 3.9495 3.5691  0.093
H: -1.2866 -2.9524 4.1756  0.102
H: -0.2879 -5.1293 4.6583  0.122
H: 1.1628 -6.2348 2.9847  0.122
H: 1.6928 -5.0877 0.8709  0.123
H: 3.0619 -2.9799 1.8688  0.102
H: 5.5017 -2.7495 1.8255  0.114
H: 6.6665 -2.1753 -0.2783  0.114
H: 5.3603 -1.8336 -2.3523  0.115
H: 2.9133 -2.0522 -2.3206  0.058
H: -1.6173 -2.9607 -1.2106  0.088
H: -2.5765 -4.4349 -2.9312  0.113
H: -1.1086 -5.9362 -4.2390  0.114
H: 1.3208 -5.9757 -3.8045  0.114
H: 2.2964 -4.5205 -2.0796  0.104
S: -2.6581 1.5103 -0.3447  0.804
C: -2.5396 2.7141 -1.4379  -0.709
C: -3.7601 3.0854 -2.1109  -0.254
N: -4.7418 3.3568 -2.6427  0.246
C: -1.3696 3.5017 -1.8081  -0.697
S: 0.1236 3.3647 -1.1600  0.743
C: -1.5519 4.5215 -2.8051  -0.264
N: -1.6328 5.3195 -3.6281  0.230
Se: 1.7447 0.2622 -3.6811  0.744
Se: 2.1752 2.4283 -2.9136  0.715
C: 3.2348 1.9492 -1.3702  -0.656
C: 4.5226 2.4451 -1.2891  -0.067
C: 5.2907 2.0655 -0.1920  -0.013
C: 4.7490 1.2023 0.7441  -0.015
C: 3.4464 0.7606 0.5650  -0.136
N: 2.6954 1.1392 -0.4686  -0.081
C: -0.1683 0.2794 -3.9101  -0.665
C: -0.6585 0.5670 -5.1744  -0.076
C: -2.0172 0.3845 -5.4036  -0.015
C: -2.8058 -0.1013 -4.3767  -0.015
C: -2.2166 -0.3511 -3.1452  -0.151
N: -0.9210 -0.1477 -2.8975  -0.060
H: 4.9166 3.0943 -2.0581  0.115
H: 6.3040 2.4299 -0.0879  0.127
H: 5.3157 0.8705 1.6021  0.121
H: 2.9900 0.0866 1.2788  0.091
H: 0.0031 0.9142 -5.9544  0.112
H: -2.4416 0.6027 -6.3744  0.128
H: -3.8616 -0.2852 -4.5163  0.125
H: -2.8096 -0.7315 -2.3218  0.107

As for the charge: +2. The value obtained for the HOMO energy is -12.69 eV. Its calculated total energy is -247450.8060 eV. Its lowest unoccupied orbital energy is -7.89 eV.